{"formula": "C36H93N5O16", "method": "ωB97M-V with the def2-TZVPD basis set", "species": ["C", "O", "C", "C", "N", "C", "C", "O", "C", "H", "H", "H", "H", "H", "H", "H", "H", "H", "H", "H", "H", "H", "H", "H", "C", "O", "C", "C", "N", "C", "C", "O", "C", "H", "H", "H", "H", "H", "H", "H", "H", "H", "H", "H", "H", "H", "H", "H", "C", "O", "C", "C", "N", "C", "C", "O", "C", "H", "H", "H", "H", "H", "H", "H", "H", "H", "H", "H", "H", "H", "H", "H", "C", "O", "C", "C", "N", "C", "C", "O", "C", "H", "H", "H", "H", "H", "H", "H", "H", "H", "H", "H", "H", "H", "H", "H", "C", "O", "C", "C", "N", "C", "C", "O", "C", "H", "H", "H", "H", "H", "H", "H", "H", "H", "H", "H", "H", "H", "H", "H", "O", "C", "C", "O", "H", "H", "H", "H", "H", "H", "O", "C", "C", "O", "H", "H", "H", "H", "H", "H", "O", "C", "C", "O", "H", "H", "H", "H", "H", "H"], "xyz": [[-2.7153, 3.9826, 0.7581], [-1.5170, 3.0614, 0.8881], [-1.2442, 2.5728, 2.1760], [0.2171, 2.3281, 2.3081], [0.9867, 3.5145, 2.5516], [2.3642, 3.2064, 2.9254], [3.0848, 4.3776, 3.4664], [3.0765, 5.3481, 2.4360], [3.0047, 6.7249, 2.8480], [-2.5850, 4.8377, 1.4043], [-3.5372, 3.3628, 1.1164], [-2.8061, 4.2668, -0.2650], [-1.7649, 1.5473, 2.3585], [-1.6349, 3.2022, 2.9960], [0.4858, 1.7003, 1.4472], [0.2719, 1.7208, 3.2247], [0.9212, 4.1181, 1.7552], [2.8924, 2.8122, 2.0146], [2.3028, 2.4106, 3.7071], [4.0719, 4.1220, 3.8650], [2.4249, 4.7509, 4.3944], [2.2457, 6.9364, 3.5515], [2.9246, 7.3048, 1.9516], [3.8925, 7.0937, 3.3553], [-4.0440, 1.5852, -1.3634], [-3.3944, 2.4906, -2.1738], [-2.2107, 2.0267, -2.7737], [-1.7838, 2.9809, -3.8683], [-0.5952, 2.4768, -4.5970], [-0.9574, 2.0780, -6.0037], [0.3295, 1.6602, -6.7086], [0.9736, 2.8868, -6.9707], [2.1809, 2.8652, -7.7378], [-4.2011, 0.6349, -1.9825], [-5.0808, 2.0252, -1.2114], [-3.5562, 1.2806, -0.4351], [-2.2064, 1.0055, -3.2059], [-1.3942, 2.0286, -2.0132], [-1.6476, 3.9488, -3.4037], [-2.6212, 3.1096, -4.5168], [0.0665, 3.2611, -4.7401], [-1.4736, 2.8653, -6.6120], [-1.5748, 1.1973, -5.9081], [0.1714, 1.0843, -7.6674], [0.9078, 1.0992, -5.9323], [2.4576, 3.9277, -7.6804], [1.9826, 2.5860, -8.7462], [2.9050, 2.1821, -7.3272], [0.0509, -4.2443, 3.5074], [1.1231, -4.9487, 3.0206], [1.9914, -4.2337, 2.1289], [2.9117, -3.2413, 2.8883], [2.7250, -1.8297, 2.3892], [3.5419, -0.8454, 2.9210], [3.1174, -0.4970, 4.3328], [3.4075, -1.5605, 5.2636], [3.1568, -1.1437, 6.5784], [-0.5641, -4.9852, 4.0468], [-0.5554, -3.8632, 2.6945], [0.2729, -3.4411, 4.1531], [1.3861, -3.6236, 1.4383], [2.6171, -4.9387, 1.5747], [3.9354, -3.6005, 2.7284], [2.7217, -3.1396, 3.9648], [2.6534, -1.7738, 1.3658], [3.4798, 0.0331, 2.3030], [4.5464, -1.2913, 3.0086], [1.9832, -0.4507, 4.2986], [3.5372, 0.4911, 4.6705], [3.4689, -1.9724, 7.2153], [2.0936, -0.8916, 6.8908], [3.8092, -0.3298, 6.8097], [-4.4977, -2.5222, 0.3054], [-4.9304, -1.9127, 1.4746], [-4.9711, -0.5549, 1.5125], [-5.2169, -0.0978, 2.9304], [-6.4483, -0.6510, 3.4401], [-6.8252, -0.2509, 4.8007], [-7.9426, -1.2192, 5.2031], [-8.3984, -0.8902, 6.4914], [-9.3029, -1.9147, 6.9914], [-4.8857, -2.1002, -0.5847], [-4.5984, -3.5776, 0.4228], [-3.4184, -2.3399, 0.0617], [-5.7964, -0.2833, 0.8366], [-4.0283, -0.2232, 1.1032], [-5.2593, 0.9703, 3.0103], [-4.3402, -0.3277, 3.5734], [-6.3005, -1.6392, 3.3931], [-7.0912, 0.8428, 4.8091], [-6.0492, -0.3885, 5.5131], [-7.5516, -2.2305, 5.1735], [-8.7734, -1.2290, 4.4478], [-8.6891, -2.8366, 7.1862], [-10.0672, -2.1107, 6.2860], [-9.7651, -1.5991, 7.9088], [6.6706, 0.6255, -2.4922], [5.4370, 0.1409, -2.0519], [5.4422, -1.2841, -1.9688], [4.0255, -1.6836, -1.5571], [2.9512, -1.2420, -2.4581], [2.8981, -1.8137, -3.8154], [1.6861, -1.2261, -4.5671], [1.8141, -1.3959, -5.9977], [1.5912, -2.7742, -6.4381], [6.9101, 0.3037, -3.5677], [7.5440, 0.2702, -1.9440], [6.6376, 1.7272, -2.4202], [6.2424, -1.5459, -1.2544], [5.7476, -1.7063, -2.9666], [3.9165, -1.0642, -0.5835], [3.8462, -2.7335, -1.2830], [2.9597, -0.2238, -2.5638], [2.8371, -2.8878, -3.8909], [3.7217, -1.4882, -4.4598], [1.7693, -0.1065, -4.5156], [0.7988, -1.6590, -4.1240], [2.4536, -3.4250, -6.2017], [1.5352, -2.7782, -7.5352], [0.6708, -3.1345, -6.0870], [3.5657, 1.4602, -0.6633], [3.0228, 2.6236, -1.3118], [1.6370, 2.3999, -1.8459], [1.7127, 1.6632, -3.0042], [4.2264, 1.1860, -1.3126], [2.9391, 3.4206, -0.5528], [3.6028, 3.0078, -2.2011], [1.2033, 3.3663, -2.0120], [1.1918, 1.9118, -0.9723], [0.8704, 1.5444, -3.4261], [-0.3164, -0.8433, 2.2373], [-0.8778, -1.3612, 1.0746], [-0.0531, -1.0505, -0.1697], [1.0564, -1.9784, -0.4141], [0.5134, -1.3472, 2.3438], [-1.0152, -2.4590, 1.1427], [-1.8785, -0.8999, 0.9834], [0.4025, -0.0618, 0.0051], [-0.6939, -1.0149, -1.0519], [1.4152, -1.7103, -1.2580], [-1.6800, -5.2085, -1.6940], [-0.4815, -4.4352, -1.6253], [-0.6365, -3.3592, -2.6323], [-0.6609, -3.7438, -3.9996], [-1.4027, -6.1343, -1.7413], [-0.3779, -3.9776, -0.6261], [0.4293, -5.0379, -1.7701], [0.2654, -2.7273, -2.5106], [-1.5573, -2.8668, -2.3539], [-1.3895, -4.4438, -4.0328]], "forces_ev_per_angstrom": [[1.8, -2.4, 1.5], [-1.3, 1.9, -0.9], [-1.8, -1.4, 0.6], [-0.4, -0.7, 1.1], [0.0, 0.1, 0.5], [-0.4, -1.5, -1.0], [-1.9, 1.5, 2.1], [0.3, 1.0, 0.5], [1.4, -1.0, -0.4], [0.1, 0.3, 0.2], [-0.5, 0.4, -0.2], [0.0, 0.0, -0.7], [0.6, 1.3, -0.5], [0.3, 0.2, -0.4], [0.5, 0.1, 0.1], [0.3, -0.2, -0.4], [0.3, 0.4, -0.3], [0.0, 0.0, 0.8], [0.2, 0.4, -0.6], [0.1, 0.2, -0.3], [1.4, -0.5, -1.8], [-1.5, -0.1, 0.5], [-0.4, 0.3, -0.5], [0.7, -0.4, 0.0], [-2.3, -1.5, -1.1], [0.7, 0.6, -0.8], [1.7, -0.2, 0.6], [0.2, -0.2, 0.3], [-0.3, 1.3, -1.1], [0.5, -0.3, 0.3], [0.1, 0.1, 0.2], [0.4, 0.2, -0.3], [-1.1, 1.0, 1.2], [0.0, 0.8, 0.9], [1.3, -0.6, 0.3], [0.2, 0.5, 0.1], [-0.8, 0.2, 0.3], [-0.4, -0.2, -0.2], [0.5, 0.3, 0.0], [-0.7, 0.1, -0.8], [-0.5, -0.6, 0.4], [0.3, -0.5, 0.7], [-0.5, -0.2, -0.1], [0.1, 0.3, 1.0], [-0.2, -0.1, -1.0], [0.6, -0.6, -0.3], [-0.2, -0.2, -1.0], [0.5, -0.1, 0.4], [-1.5, -1.1, -0.3], [1.9, -0.8, -1.0], [-0.5, 1.1, 1.1], [-0.2, 1.2, -0.6], [-2.5, -2.7, -1.8], [1.5, -0.2, 1.8], [-1.6, 0.3, 0.5], [-0.2, 1.0, -0.6], [-0.5, -0.9, 0.9], [0.2, 0.4, -0.1], [-0.3, 0.3, -0.3], [0.6, 1.1, 0.9], [0.1, -0.4, -0.1], [-0.4, -0.2, 0.2], [0.3, 0.3, 0.3], [0.0, -0.8, -0.4], [0.1, -0.3, 0.5], [0.3, 0.5, -0.2], [0.5, 0.8, -0.2], [1.0, 0.5, 0.1], [-0.2, -0.9, -0.1], [-0.1, 0.0, 0.0], [0.9, -0.2, -0.9], [0.3, 0.9, 0.3], [2.2, 0.7, 0.0], [-0.1, -2.7, 1.1], [-0.5, 0.9, -0.7], [0.6, 0.2, 0.6], [0.0, 0.4, 0.0], [-1.0, 0.1, -1.2], [-0.7, 0.9, -0.5], [-1.0, -0.7, 0.6], [2.4, 0.0, 0.1], [-1.6, 0.2, -1.0], [-0.4, -0.6, -0.2], [-0.2, -0.1, 0.8], [0.1, 0.8, 0.1], [0.4, 0.9, 0.0], [-0.2, 0.9, -0.4], [-0.1, -0.4, -0.3], [-0.3, -0.7, 0.1], [-0.1, -1.1, 0.0], [1.1, 0.0, 0.8], [0.4, -0.4, 0.2], [0.5, 0.3, 0.5], [-0.7, 0.6, -0.2], [-0.8, -0.3, -0.9], [0.1, 0.4, 0.4], [0.8, 0.6, -1.8], [0.4, -0.5, -0.2], [0.3, -0.4, -1.0], [-0.3, 1.5, 1.7], [0.0, -0.4, -0.4], [0.0, 1.3, -0.8], [1.4, 1.1, -0.7], [-0.6, -1.7, 0.4], [1.7, 1.4, -0.9], [-0.6, 0.5, 1.1], [-0.2, -0.1, 0.6], [0.1, -0.5, -0.2], [-0.5, -0.3, 0.0], [-0.3, 0.3, 0.7], [-0.3, -1.1, -1.3], [0.5, 0.2, -0.3], [-0.1, -0.3, 0.2], [0.1, -0.5, 0.7], [0.5, -0.2, 0.2], [-0.5, -1.1, 0.6], [-0.6, 0.3, -0.4], [-0.5, 0.2, 0.3], [0.1, 0.4, 0.2], [-1.1, -0.7, 0.9], [-0.2, 1.1, -1.1], [0.1, 1.0, -0.1], [0.7, 0.0, 1.6], [1.2, -1.0, -0.4], [0.3, -0.8, 0.5], [0.2, -0.1, -0.3], [0.1, -0.5, 1.1], [-0.6, 0.7, -0.1], [-0.9, -0.3, -0.4], [-1.1, 0.2, -0.4], [0.7, -0.5, 0.5], [-0.5, -0.5, -0.8], [1.0, 0.2, 0.0], [-1.7, 0.3, 1.5], [0.2, 0.4, 0.4], [-0.1, 0.3, 0.0], [0.4, -0.2, -0.1], [-0.3, -0.1, -0.3], [-0.1, 0.0, -0.1], [0.9, 0.4, -0.7], [0.3, -1.0, 0.0], [0.1, -0.5, 0.6], [1.5, 0.9, -0.1], [-1.7, -1.8, 0.4], [-0.4, 0.2, 0.1], [-0.1, -0.1, -0.4], [-0.3, 0.0, -0.2], [-0.9, 0.1, -0.2], [-0.3, 0.7, -0.1], [1.4, 1.3, -0.2]], "lowdin_charge": [-0.018, -0.212, -0.268, -0.252, -0.038, -0.234, -0.249, -0.190, -0.088, 0.077, 0.077, 0.065, 0.133, 0.125, 0.104, 0.120, 0.106, 0.126, 0.117, 0.117, 0.160, 0.067, 0.079, 0.080, -0.145, -0.193, -0.233, -0.197, -0.051, -0.181, -0.221, -0.221, -0.077, 0.104, 0.116, 0.060, 0.128, 0.122, 0.120, 0.103, 0.121, 0.133, 0.112, 0.144, 0.104, 0.097, 0.070, 0.082, -0.129, -0.182, -0.165, -0.133, -0.081, -0.243, -0.206, -0.212, -0.133, 0.104, 0.070, 0.072, 0.093, 0.120, 0.109, 0.107, 0.091, 0.116, 0.127, 0.136, 0.123, 0.086, 0.110, 0.069, -0.096, -0.177, -0.257, -0.211, -0.067, -0.187, -0.260, -0.192, -0.081, 0.073, 0.090, 0.081, 0.136, 0.085, 0.109, 0.130, 0.094, 0.140, 0.101, 0.112, 0.136, 0.102, 0.065, 0.076, -0.114, -0.244, -0.197, -0.179, -0.053, -0.182, -0.193, -0.205, -0.071, 0.113, 0.083, 0.100, 0.129, 0.130, 0.130, 0.125, 0.090, 0.112, 0.119, 0.106, 0.094, 0.089, 0.086, 0.048, -0.078, -0.229, -0.290, -0.067, 0.025, 0.114, 0.142, 0.117, 0.105, 0.031, -0.074, -0.260, -0.171, -0.121, 0.057, 0.102, 0.101, 0.106, 0.105, 0.016, -0.065, -0.243, -0.277, -0.077, 0.092, 0.102, 0.136, 0.094, 0.118, 0.123], "smiles": "COCCNCCOC.COCCNCCOC.COCCNCCOC.COCCNCCOC.COCCNCCOC.OCCO.OCCO.OCCO", "homo_energy_ha": -0.309, "largest_force_ev_per_a": 4.1, "e_lumo_ev": 0.56, "orbital_gap_ev": 9.0}

{"formula": "C4H10CeO3", "method": "ωB97M-V with the def2-TZVPD basis set", "species": ["C", "O", "C", "C", "O", "H", "H", "H", "H", "H", "H", "Ce", "O", "H", "C", "H", "H", "H"], "xyz": [[2.0775, -0.9248, 0.9382], [1.1433, -1.9883, 0.5967], [-0.1887, -1.7444, 0.9461], [-0.9821, -0.9483, -0.0761], [-0.5905, 0.4172, -0.1362], [2.9861, -1.1559, 0.3556], [2.3762, -1.0786, 1.9961], [-0.2546, -1.2486, 1.9323], [-0.6881, -2.7219, 1.0347], [-2.0540, -0.9864, 0.1811], [-0.8598, -1.4122, -1.0700], [1.4633, 1.2428, 0.4867], [0.9542, 3.1444, -0.5694], [0.1334, 3.6356, -0.5439], [-1.2659, 1.3128, -1.2574], [-0.7340, 1.8359, -2.0659], [-1.8874, 2.0987, -0.8150], [-1.6289, 0.5219, -1.9336]], "forces_ev_per_angstrom": [[0.0, -2.1, 0.0], [0.3, 0.2, -0.2], [0.0, 0.2, 0.3], [-1.2, -1.1, -0.7], [0.2, 2.8, -1.6], [0.0, -0.1, 0.1], [0.0, 0.1, 0.0], [0.0, -0.1, 0.0], [0.1, 0.3, 0.0], [0.3, 0.0, 0.0], [0.0, 0.2, 0.3], [0.2, 3.2, -0.3], [0.3, -1.5, 0.9], [0.0, 0.5, -0.3], [-0.2, -1.9, -0.7], [1.7, -0.1, 1.2], [-0.4, -1.1, 0.2], [-1.4, 0.4, 0.9]], "lowdin_spin": [-0.018, -0.004, 0.000, 0.000, -0.003, -0.001, -0.001, 0.000, 0.000, 0.000, 0.000, 1.041, -0.013, 0.000, 0.000, 0.000, 0.000, 0.000], "charge": 1, "homo_energy_ha": [-0.440, -0.438], "largest_force_ev_per_a": 3.3, "e_lumo_ev": [-4.52, -4.50], "s_squared": 0.75, "orbital_gap_ev": [7.4, 7.4], "multiplicity": 2}

{"formula": "C3H7NO2", "method": "ωB97M-V with the def2-TZVPD basis set", "species": ["N", "C", "O", "C", "C", "O", "H", "H", "H", "H", "H", "H", "H"], "xyz": [[-0.6902, -2.0359, 0.1172], [-0.3556, -0.9255, -0.5336], [-0.5728, -0.8234, -1.7590], [0.4324, -0.0369, 0.3991], [0.5782, 1.4477, 0.0432], [0.6768, 2.2053, 1.3208], [-1.1394, -2.7930, -0.3361], [-0.9133, -2.1746, 1.0968], [1.3811, -0.5147, 0.5183], [-0.2874, -0.0144, 1.2656], [-0.2761, 1.6823, -0.3986], [1.4676, 1.5879, -0.6170], [-0.1630, 2.5107, 1.7036]], "forces_ev_per_angstrom": [[-1.2, -2.4, 1.7], [0.3, 0.5, -3.0], [0.6, 0.5, 2.3], [-1.9, 1.3, 0.0], [3.0, -1.3, 3.0], [0.8, -0.3, -1.1], [-0.3, -0.3, -1.3], [0.8, 1.0, 0.0], [0.4, -0.3, 0.8], [1.5, -0.3, -0.1], [-3.5, 1.6, -2.4], [-0.7, 0.5, 0.9], [0.2, -0.5, -0.9]], "nbo_charge": [-0.818, 0.664, -0.617, -0.509, -0.044, -0.753, 0.393, 0.393, 0.239, 0.215, 0.172, 0.191, 0.475], "smiles": "NC(=O)CCO", "homo_energy_ha": -0.362, "largest_force_ev_per_a": 4.5, "e_lumo_ev": 0.70, "orbital_gap_ev": 10.5}

Molecular weight list, top to bottom, in g/mol: 852.16, 246.24, 89.09